1.
Formula: C28H62BN7O12
Source: the OMol25 dataset
Level of theory: ωB97M-V/def2-TZVPD

Results
SMILES string = COC[C@H]1C[C@@H](CB(O)O)C(=O)O1.CN(C)C=O.CN(C)C=O.CN(C)C=O.CN(C)C=O.CN(C)C=O.CN(C)C=O.CN(C)C=O
E_HOMO = -8.6 eV
charge = 0
F_max = 0.89 eV Å⁻¹
orbital gap = 0.3338 hartree

Structure (XYZ):
```
110
Properties=species:S:1:pos:R:3:forces:R:3:mulliken_charge:R:1
C -4.30468 -1.73147 -0.84444 0.073 -0.082 0.063 -0.859
O -3.09050 -1.04221 -1.11616 0.033 0.144 0.010 -0.013
C -3.09294 -0.27586 -2.29490 0.110 0.041 -0.098 -1.143
C -1.88559 0.65746 -2.29427 -0.462 0.230 0.145 0.321
C -1.76914 1.56021 -1.04801 0.165 0.130 -0.226 -0.900
C -0.79931 0.80484 -0.13585 -0.077 -0.259 0.230 1.297
C -1.30052 0.33884 1.23726 0.546 0.380 -0.007 -0.892
B -1.56852 1.49956 2.27127 -0.176 0.401 0.421 1.259
O -2.42155 2.54323 1.95843 -0.395 -0.744 -0.282 -0.801
O -0.95786 1.46762 3.53172 -0.428 -0.677 -0.174 -0.540
C -0.35031 -0.36172 -0.98898 0.457 -0.362 0.054 -0.395
O 0.24950 -1.34881 -0.63824 -0.211 0.684 -0.453 -0.181
O -0.67425 -0.12567 -2.29768 -0.312 -0.314 0.290 -0.481
H -4.91006 -1.14953 -0.14035 -0.041 -0.067 -0.126 0.250
H -4.87920 -1.92528 -1.75861 0.111 0.069 0.064 0.457
H -4.05026 -2.68490 -0.37848 -0.097 0.142 0.026 0.159
H -3.04228 -0.95141 -3.16170 0.001 0.144 -0.032 0.372
H -4.00103 0.34138 -2.39415 0.077 -0.073 0.124 0.463
H -1.93851 1.26336 -3.20241 0.269 -0.223 -0.040 0.515
H -1.30935 2.50493 -1.35503 -0.157 -0.072 0.081 0.232
H -2.72095 1.79909 -0.57284 0.023 -0.199 -0.062 0.341
H 0.09398 1.41537 0.01441 0.135 -0.035 0.020 0.334
H -0.55477 -0.33182 1.67820 -0.070 -0.002 -0.180 -0.017
H -2.21852 -0.23834 1.09752 -0.095 0.041 0.058 -0.111
H -3.06390 2.73064 2.65596 0.425 0.323 0.292 0.165
H -1.58219 1.33330 4.25709 0.095 0.476 0.016 0.229
C -0.95434 -4.35820 3.34848 -0.008 -0.002 -0.022 -0.881
N -2.02836 -3.92041 2.48529 0.017 0.008 -0.019 0.271
C -1.73453 -3.58482 1.09913 -0.031 -0.148 0.030 -0.321
C -3.29544 -3.80744 2.91938 0.022 -0.002 -0.010 0.071
O -4.23199 -3.44004 2.23120 0.006 0.027 0.001 -0.539
H -0.18397 -3.58805 3.43307 -0.007 0.000 0.002 0.285
H -0.49130 -5.26946 2.96410 -0.004 0.006 -0.002 0.319
H -1.34926 -4.56316 4.34234 0.003 -0.002 0.013 0.305
H -2.00381 -2.55480 0.89622 0.008 0.184 -0.074 -0.469
H -2.30310 -4.22502 0.42341 0.064 -0.026 -0.007 0.304
H -0.67346 -3.71920 0.90958 0.011 -0.015 -0.029 0.424
H -3.41568 -4.08496 3.98096 -0.007 0.005 -0.007 0.249
C 2.93976 -1.76146 1.21265 0.154 -0.052 -0.072 -0.095
N 4.22138 -1.60390 0.55459 -0.076 0.072 0.040 0.215
C 5.46530 -1.76994 1.28017 -0.039 -0.010 -0.033 -1.058
C 4.26015 -1.31180 -0.75978 0.050 -0.147 -0.142 0.019
O 5.27653 -1.20138 -1.41998 0.038 0.070 0.059 -0.674
H 2.80156 -1.02217 2.00605 -0.024 0.007 -0.031 0.164
H 2.84061 -2.76229 1.64136 -0.001 0.013 0.000 0.391
H 2.17517 -1.62988 0.44960 -0.189 -0.009 0.275 -0.327
H 6.06298 -0.85835 1.24022 -0.001 0.010 0.004 0.310
H 6.06164 -2.57507 0.84940 -0.001 -0.012 0.001 0.301
H 5.23572 -2.00595 2.31691 0.011 -0.001 0.011 0.402
H 3.25084 -1.20361 -1.19229 0.029 0.041 -0.054 0.410
C 2.51138 1.78082 3.86390 0.077 0.070 0.015 -0.847
N 2.83016 3.19046 3.99841 -0.024 -0.092 0.085 0.208
C 4.21703 3.61243 4.02990 -0.036 -0.021 0.000 -0.904
C 1.87026 4.13203 4.06925 -0.035 -0.052 -0.142 0.065
O 2.09805 5.33006 4.13170 0.017 -0.005 0.032 -0.620
H 2.92874 1.21473 4.70056 -0.015 -0.011 0.004 0.385
H 2.91386 1.38160 2.92991 -0.022 0.045 -0.019 0.383
H 1.43133 1.65377 3.85013 -0.015 -0.005 -0.014 0.040
H 4.44191 4.14260 4.95586 0.003 0.005 0.005 0.328
H 4.43995 4.28845 3.20192 0.011 -0.005 -0.005 0.239
H 4.85182 2.73275 3.95257 0.015 -0.001 0.000 0.374
H 0.85215 3.71667 4.02103 -0.008 -0.003 0.067 0.313
C 2.54502 -2.98835 -3.72253 0.052 -0.196 0.262 -1.014
N 2.00879 -4.17543 -3.07668 -0.038 -0.010 -0.028 0.191
C 2.75545 -5.41721 -3.15065 -0.012 0.036 0.002 -1.099
C 0.84410 -4.16804 -2.39961 -0.024 0.211 -0.035 0.487
O 0.36736 -5.14587 -1.84915 -0.024 -0.104 0.076 -0.697
H 2.67860 -3.15054 -4.78900 0.037 0.042 -0.034 0.467
H 3.51335 -2.73204 -3.28669 0.008 0.103 -0.068 0.331
H 1.86022 -2.15503 -3.57343 -0.016 0.013 -0.009 0.191
H 2.16423 -6.19775 -3.63144 -0.001 -0.004 -0.005 0.308
H 3.01973 -5.77078 -2.15330 0.007 -0.002 0.007 0.318
H 3.66354 -5.24466 -3.72382 0.011 -0.011 -0.001 0.406
H 0.35911 -3.17824 -2.37782 0.025 -0.056 -0.003 0.035
C -0.58789 -2.27831 -7.97833 0.039 0.040 0.016 -0.901
N 0.59936 -1.55897 -7.57134 -0.051 0.043 -0.031 0.121
C 0.63582 -0.11123 -7.68571 -0.002 -0.027 0.012 -0.937
C 1.68667 -2.18580 -7.08062 0.023 -0.040 -0.023 0.140
O 2.70221 -1.62201 -6.72532 -0.012 0.031 -0.046 -0.616
H -0.80299 -2.11335 -9.03610 0.000 -0.010 -0.008 0.338
H -1.45562 -1.96439 -7.39460 -0.006 -0.009 0.010 0.319
H -0.43397 -3.34394 -7.81935 -0.011 -0.013 -0.001 0.303
H 1.44794 0.20371 -8.34114 0.001 0.000 -0.007 0.303
H 0.79794 0.34799 -6.71018 -0.002 -0.002 0.009 0.266
H -0.31202 0.23195 -8.09379 -0.005 0.011 -0.006 0.389
H 1.56599 -3.28219 -7.02956 -0.016 0.005 0.002 0.313
C 3.94557 5.71721 -0.07609 -0.029 -0.046 -0.019 -1.048
N 3.16291 4.50066 -0.14519 0.041 0.003 -0.111 0.142
C 3.14201 3.72580 -1.37466 0.012 0.003 0.038 -0.870
C 2.44930 4.06092 0.90449 0.011 0.011 0.060 0.013
O 1.78174 3.03919 0.89702 -0.118 -0.130 -0.019 -0.527
H 3.60434 6.44362 -0.81617 -0.003 0.011 0.002 0.363
H 5.00297 5.51138 -0.25373 0.009 0.000 0.007 0.346
H 3.83662 6.15566 0.91438 0.003 0.014 0.007 0.365
H 2.12535 3.64280 -1.76102 -0.002 0.011 -0.001 0.229
H 3.51737 2.71650 -1.20296 0.010 0.000 -0.002 0.275
H 3.76858 4.22047 -2.11271 0.004 -0.005 -0.014 0.379
H 2.52546 4.71082 1.78755 -0.018 0.065 -0.041 0.241
C -7.35923 3.97378 4.23996 0.012 -0.019 0.005 -0.910
N -6.32828 2.98089 4.45939 0.017 -0.010 0.005 0.135
C -6.70058 1.58107 4.59675 0.007 0.004 -0.006 -0.923
C -5.02894 3.30670 4.54289 -0.144 0.039 0.061 0.130
O -4.13369 2.49847 4.73215 0.205 -0.062 -0.234 -0.663
H -8.07005 3.98675 5.06800 0.006 0.005 0.008 0.340
H -7.90473 3.77100 3.31669 0.007 0.002 -0.006 0.345
H -6.90064 4.95763 4.16228 -0.007 0.013 -0.003 0.291
H -6.38740 1.19331 5.56573 -0.003 0.007 0.008 0.289
H -6.22408 0.97647 3.82507 0.000 0.007 -0.009 0.280
H -7.78039 1.49577 4.50506 -0.005 -0.006 0.001 0.381
H -4.83750 4.38579 4.42832 0.008 -0.006 -0.004 0.330
```
Forces are in eV/Å.

***

2.
Formula: C32H28N3O4
Source: the OMol25 dataset
Level of theory: ωB97M-V/def2-TZVPD

Results
E_HOMO = -11.1 eV
charge = +1
relative energy (zero: lowest compared OMol25 entry of this formula, charge and spin) = 0.00 kJ/mol
F_max = 2.62 eV Å⁻¹
orbital gap = 0.2502 hartree

Structure (XYZ):
```
67
Properties=species:S:1:pos:R:3:forces:R:3:mulliken_charge:R:1
C 4.65489 -0.87099 0.90248 0.125 -0.875 -0.856 -1.088
C 3.77176 -1.58054 -0.20150 -0.274 -0.493 1.397 0.300
C 4.08500 -3.12318 -0.25441 -1.595 1.398 -0.893 -0.735
N 5.48378 -3.37365 -0.68979 -0.146 -1.632 2.046 -0.285
C 6.15932 -4.36364 0.06354 0.921 0.264 -1.770 0.472
N 7.09856 -5.20501 -0.63913 -0.716 1.202 0.665 -0.643
N 6.05544 -4.56746 1.33636 -0.183 -0.145 0.244 -0.210
H 4.09590 -0.73124 1.84892 0.314 0.210 -0.680 0.288
H 5.49938 -1.57062 1.14978 -0.344 0.845 -0.068 0.276
H 5.07161 0.06673 0.48626 -0.219 -0.425 0.700 0.305
H 3.83152 -1.11789 -1.20776 0.160 -0.370 0.635 0.165
H 2.70902 -1.49088 0.12386 0.693 -0.097 -0.586 -0.040
H 3.39726 -3.53439 -1.03489 0.708 0.056 0.575 0.297
H 3.79244 -3.62384 0.69608 0.473 0.417 -0.470 0.307
H 6.06707 -2.53419 -0.65634 -0.129 -0.040 -0.460 0.358
H 7.81679 -4.55686 -0.98766 0.121 -0.418 0.076 0.333
H 6.61321 -5.51747 -1.48659 0.146 0.108 0.150 0.347
H 5.44422 -4.03523 1.95130 0.101 0.097 -0.350 0.255
H 6.63646 -5.27537 1.78309 -0.209 -0.065 -0.364 0.318
C -3.88367 -1.41057 -0.94907 0.111 0.020 -0.074 -0.536
C -2.78187 -1.76379 -0.17513 0.061 0.048 -0.099 -0.629
C -1.50034 -1.63526 -0.69086 -0.178 -0.027 0.148 -0.397
C -1.31537 -1.16288 -1.98775 -0.116 -0.032 0.076 0.378
C -2.42173 -0.83145 -2.77163 -0.050 -0.073 0.248 0.291
C -3.70538 -0.94615 -2.24470 -0.064 -0.061 0.152 -0.670
C -2.24429 -0.37313 -4.17090 -0.612 0.184 -0.381 0.492
O -3.20533 -0.08085 -4.85306 0.152 -0.051 0.085 -0.661
C -0.87096 -0.28647 -4.72427 0.273 0.001 -0.124 0.412
C -0.68940 0.08760 -6.05313 0.147 0.030 -0.126 -0.697
C 0.59172 0.18509 -6.57786 -0.060 -0.027 0.131 -0.455
C 1.69735 -0.08172 -5.77536 -0.073 -0.031 0.099 -0.628
C 1.52138 -0.46007 -4.45234 0.041 0.045 -0.211 -0.335
C 0.23664 -0.57292 -3.92504 0.075 0.044 -0.135 0.168
C 0.05873 -1.01166 -2.52055 0.382 -0.109 0.324 0.384
O 1.02756 -1.24967 -1.81471 -0.018 -0.007 -0.062 -0.639
H -4.88316 -1.50263 -0.54238 0.040 0.014 -0.021 0.428
H -2.92351 -2.13730 0.83176 0.005 0.031 -0.035 0.441
H -0.64641 -1.90615 -0.08281 0.041 0.068 -0.127 0.428
H -4.56496 -0.67727 -2.84520 0.137 0.017 -0.089 0.500
H -1.54628 0.29934 -6.68006 -0.054 -0.023 0.163 0.484
H 0.73006 0.47143 -7.61315 -0.013 -0.005 0.045 0.398
H 2.69692 0.00183 -6.18444 -0.043 0.002 0.012 0.419
H 2.38370 -0.67116 -3.83287 -0.129 -0.023 0.075 0.401
C -6.40701 4.67085 3.40471 0.120 -0.058 0.004 -0.484
C -6.02456 4.73047 4.74213 0.117 -0.054 -0.072 -0.466
C -4.77409 4.27077 5.12975 -0.182 0.083 0.026 -0.571
C -3.90434 3.73806 4.18175 -0.211 0.044 -0.096 0.197
C -4.29732 3.65648 2.84435 -0.120 0.087 0.164 0.205
C -5.54683 4.13480 2.45721 -0.158 0.070 0.078 -0.531
C -3.40236 3.04776 1.83101 -0.309 0.027 -0.647 0.557
O -3.74044 2.97850 0.66474 0.087 -0.037 0.147 -0.673
C -2.08799 2.51541 2.26731 0.263 -0.127 0.093 0.175
C -1.25931 1.88980 1.33956 0.210 -0.129 -0.069 -0.778
C -0.02247 1.39941 1.73326 -0.099 0.057 0.070 -0.394
C 0.39618 1.54032 3.05384 -0.154 0.053 -0.011 -0.486
C -0.42817 2.15820 3.98315 0.173 -0.116 -0.073 -0.626
C -1.67640 2.63887 3.59436 0.181 -0.127 -0.200 0.174
C -2.56399 3.26633 4.60414 0.107 0.129 0.724 0.607
O -2.19935 3.38565 5.75798 -0.008 -0.053 -0.178 -0.661
H -7.38003 5.03848 3.10259 0.042 -0.015 0.007 0.403
H -6.70224 5.13801 5.48221 0.035 -0.008 -0.029 0.402
H -4.47818 4.32358 6.16981 0.128 -0.047 -0.092 0.467
H -5.84984 4.08534 1.41906 0.143 -0.071 0.018 0.473
H -1.57811 1.78038 0.31006 -0.130 0.096 0.083 0.591
H 0.61821 0.90811 1.00943 -0.040 0.028 -0.005 0.544
H 1.36540 1.16380 3.35922 -0.033 0.030 0.007 0.400
H -0.10182 2.26215 5.01028 -0.165 0.066 -0.011 0.476
```
Forces are in eV/Å.

***

3.
Formula: C4H10NO
Source: the OMol25 dataset
Level of theory: ωB97M-V/def2-TZVPD

Results
E_HOMO (spin up / spin down) = -22.0 / -19.2 eV
charge = +2
multiplicity = 2
expectation value of S² = 1.333
relative energy (zero: lowest compared OMol25 entry of this formula, charge and spin) = 649.87 kJ/mol
F_max = 5.27 eV Å⁻¹
orbital gap (spin up / spin down) = 0.3731 / 0.1945 hartree

Structure (XYZ):
```
16
Properties=species:S:1:pos:R:3:forces:R:3:mulliken_charge:R:1
C 0.38056 -0.34051 -1.57008 -2.347 -0.556 0.898 -0.919
C -0.35643 -0.62314 -0.15056 2.125 -3.491 -3.320 -0.316
C 0.70171 -1.05171 0.77204 -2.681 -1.813 3.743 -0.444
C 1.57617 0.04146 0.85996 3.406 2.640 1.674 0.203
O 2.80760 -0.00617 0.91188 -2.572 0.475 -0.241 -0.005
N -1.85962 1.81005 0.61640 -1.658 0.275 0.530 -0.275
H 1.35838 -0.80458 -1.53984 0.532 0.385 0.373 0.426
H 0.41325 0.69754 -1.87294 0.017 0.126 -0.378 0.362
H -0.15875 -1.00104 -2.27572 -0.138 0.897 -0.001 0.359
H -1.03585 -1.51387 -0.21459 -0.840 1.616 0.128 0.363
H 1.21130 -1.88708 0.36913 0.323 -1.542 -0.546 0.418
H 0.28591 -1.44652 1.85334 1.235 1.269 -2.092 0.405
H 0.94136 0.99820 0.91429 1.502 0.023 0.030 0.407
H -2.13172 2.58519 0.01121 0.241 0.924 0.806 0.374
H -2.52776 1.43244 1.30796 0.464 0.815 0.086 0.364
H -1.60611 1.10974 0.00753 0.392 -2.043 -1.691 0.278
```
Forces are in eV/Å.